# 1
The following is a quantum chemistry calculation of a gas-phase ion, C6H17N2 (charge +1), from the Open Molecules 2025 dataset.

Positions of all 25 atoms, in Å:
C1 -2.36 -0.04 -0.23
C2 -1.34 0.70 -1.10
C3 -0.04 1.20 -0.39
C4 0.50 2.37 -1.26
N1 0.87 -0.03 -0.35
C5 1.55 -0.16 0.96
C6 1.05 -1.50 1.61
N2 0.38 -2.44 0.66
H1 -3.25 -0.18 -0.82
H2 -2.62 0.49 0.70
H3 -2.07 -1.04 0.10
H4 -1.02 0.11 -1.97
H5 -1.76 1.65 -1.46
H6 -0.05 1.61 0.61
H7 -0.27 3.09 -1.54
H8 1.02 2.02 -2.16
H9 1.20 3.02 -0.71
H10 1.56 0.14 -1.08
H11 1.24 0.57 1.70
H12 2.63 -0.20 1.01
H13 0.24 -1.27 2.30
H14 1.81 -2.06 2.17
H15 1.02 -3.12 0.25
H16 -0.31 -3.03 1.12
H17 -0.02 -1.89 -0.13

Results
Lowest unoccupied orbital energy: -3.29 eV
Total charge: +1
SMILES string: CC[C@H](C)NCC[NH3+]
HOMO energy: -13.558 eV

# 2
The following is a quantum chemistry calculation of C5H9NO2 in the gas phase, from the Open Molecules 2025 dataset.

Positions of all 17 atoms, in Å:
C1 0.42 0.56 -0.87
C2 2.38 0.38 0.49
C3 -0.38 0.01 0.37
C4 -1.76 0.71 0.10
C5 -0.53 -1.49 0.07
N1 1.78 0.48 -0.73
O1 0.16 0.42 1.55
O2 2.43 -0.78 -0.02
H1 0.19 -0.07 -1.74
H2 0.36 1.58 -0.93
H3 2.79 0.83 1.34
H4 -1.78 1.88 0.15
H5 -2.37 0.39 0.97
H6 -2.05 0.42 -0.88
H7 -1.11 -1.43 -0.76
H8 -0.93 -2.01 0.91
H9 0.40 -1.89 -0.03

Results
Lowest unoccupied orbital energy (alpha / beta): -0.40 / -0.40 eV
Total charge: 0
HOMO energy (alpha / beta): -8.313 / -8.307 eV

Summary of energy relative to the best compared isomer or geometry (same formula, charge and spin) in kJ/mol
101.6, 739.1
(order as listed above)